1.
DFT (ωB97M-V/def2-TZVPD) results for 2 unconnected molecules or ions with the total composition C16H17N7O8 in a non-equilibrium geometry.

Positions of all 48 atoms, in Å:
O: -1.5812 -1.9523 -2.0632
O: -0.3108 -3.4793 2.8879
O: -0.2788 -3.4693 -2.9999
O: -1.5541 -2.1100 1.5683
O: 3.9687 -2.1461 -4.9115
O: 4.5464 -0.0246 -4.9314
O: 0.7818 3.6989 2.7776
O: -0.8216 2.7176 1.5038
N: -0.5077 -2.2989 -2.6005
N: 2.7937 1.9362 -3.9219
N: 1.0873 0.9907 -2.8529
N: 3.7630 -0.9399 -4.6348
N: 0.9861 2.3472 -2.7031
N: 2.0030 2.8785 -3.3591
N: 1.8646 -0.1209 4.0955
C: -2.2399 -3.3347 1.2381
C: 2.2436 0.7435 -3.6001
C: -0.1179 0.1520 2.0435
C: 1.6484 -1.6196 -3.5409
C: 2.5413 -0.6257 -3.9127
C: 1.1990 -1.2342 3.6654
C: -3.3399 -3.0178 0.2714
C: -0.5444 -2.3667 2.4210
C: 1.5663 1.1266 3.6252
C: 0.2407 -1.1334 2.7203
C: -2.2789 4.0656 0.1866
C: 0.6131 1.2896 2.6853
C: 0.4929 -1.2880 -2.8013
C: -1.1245 4.0805 1.1479
C: 0.2279 2.6914 2.3503
C: 0.2398 0.0181 -2.3724
H: 2.0955 1.9672 4.0736
H: -1.2070 0.3192 2.1415
H: -3.8981 -3.9326 0.0599
H: 2.5794 -0.2206 4.8039
H: -1.5034 -4.0167 0.7962
H: -1.3616 4.6473 2.0569
H: -2.9220 -2.6463 -0.6670
H: -2.6294 -3.7864 2.1589
H: -0.2269 4.5155 0.6927
H: -0.6410 0.3515 -1.8131
H: 1.4478 -2.1788 4.1464
H: -2.5161 5.0927 -0.0964
H: -2.0287 3.5055 -0.7195
H: -3.1663 3.6148 0.6396
H: 0.1115 0.1008 0.9397
H: -4.0230 -2.2673 0.6786
H: 1.7816 -2.6408 -3.8745

As for the HOMO energy: -8.21 eV. As for the frontier orbital gap: 5.7 eV. Its SMILES is O=[N+]([O-])c1cc([N+](=O)[O-])c2nnnn2c1.CCOC(=O)C1=CNC=C(C(=O)OCC)C1. The calculation puts the total energy at -43670.55830 eV. The energy above the lowest of the compared OMol25 structures with the same formula, charge and spin is 0.0 kJ/mol.


2.
DFT (ωB97M-V/def2-TZVPD) results for 2 unconnected molecules or ions with the total composition C4H8O2.

Positions of all 14 atoms, in Å:
O: -0.1260 1.7910 0.2428
O: 2.9388 -0.7141 0.0263
C: -0.7221 -0.4816 -0.1757
C: 1.8728 -0.3055 0.4150
C: -0.2156 0.8753 -0.5413
C: 0.5895 -1.1462 0.3877
H: 0.3934 -1.4337 1.4270
H: -2.2807 1.8105 0.0218
H: 0.8477 -2.0385 -0.1761
H: -1.1064 -1.0198 -1.0532
H: -1.5072 -0.4366 0.5878
H: 1.7797 0.7152 0.8192
H: 0.2168 0.9620 -1.5573
H: -2.7589 1.4160 -0.3864

As for the HOMO energy: -9.97 eV. As for the frontier orbital gap: 10.4 eV. Its SMILES is O=CCCC=O.[H][H]. The calculation puts the total energy at -8370.39892 eV. The energy above the lowest of the compared OMol25 structures with the same formula, charge and spin is 278.1 kJ/mol.


3.
DFT (ωB97M-V/def2-TZVPD) results for C14H19N3S in the gas phase.

Positions of all 37 atoms, in Å:
S: 3.3553 -0.7344 -1.3021
N: 1.9428 -0.0163 0.8242
N: 0.1226 1.4460 0.5224
N: 1.9017 1.3942 -0.9991
C: -3.1586 -1.9345 -0.8673
C: 0.8720 2.2263 -0.4314
C: -3.3511 -0.0520 0.6054
C: -1.0158 2.1419 1.0889
C: -2.3703 -1.1798 -1.7185
C: -2.5638 0.7149 -0.2438
C: -2.2091 2.1290 0.1224
C: 1.0390 0.8921 1.4907
C: 1.1419 -2.2403 1.5357
C: 2.2751 -1.2571 1.4798
C: 2.3351 0.2409 -0.4387
C: -2.0756 0.1360 -1.4072
C: -0.0096 -2.1148 0.9042
C: -3.6492 -1.3669 0.2962
H: 2.6285 -1.0379 2.4949
H: 2.1778 1.5368 -1.9572
H: 1.3527 -3.1101 2.1438
H: -1.4597 0.7180 -2.0772
H: -3.3895 -2.9612 -1.1099
H: 3.1060 -1.7015 0.9192
H: -3.7385 0.3874 1.5143
H: -1.9801 -1.6178 -2.6253
H: -1.3048 1.6122 1.9992
H: -0.7772 -2.8659 0.9731
H: 0.4744 0.3273 2.2364
H: 1.6257 1.6840 2.0078
H: -4.2660 -1.9499 0.9649
H: 1.3324 3.1233 0.0449
H: -1.9701 2.7007 -0.7750
H: -3.0514 2.6141 0.6194
H: -0.7627 3.1808 1.3613
H: 0.2048 2.5693 -1.2271
H: -0.2376 -1.2633 0.2855

As for the HOMO energy: -7.92 eV. As for the frontier orbital gap: 8.6 eV. Its SMILES is C=CCN1CN(CCc2ccccc2)CNC1=S. The calculation puts the total energy at -30131.56043 eV. The energy above the lowest of the compared OMol25 structures with the same formula, charge and spin is 26.1 kJ/mol.


4.
DFT (ωB97M-V/def2-TZVPD) results for a molecular structure, C18H26N3O13Ti in a non-equilibrium geometry.

Positions of all 61 atoms, in Å:
Ti: 0.6083 0.4939 -0.4355
O: 0.8261 0.7174 1.6783
O: -0.7254 2.0821 0.0623
O: 1.2452 3.9058 -1.2240
O: 3.5931 4.6440 -5.6002
O: 1.9510 -1.2810 -5.7810
O: -1.8353 -0.3912 0.1596
O: 3.5181 3.0312 -7.0495
O: 1.0393 0.1916 -2.1001
O: -1.4255 0.9416 -2.1764
O: 1.8985 -1.8119 -3.6936
O: 1.7754 1.9138 -0.4515
O: 0.4682 -1.6503 0.2633
O: 2.6044 -0.3598 -0.0671
N: 3.3512 3.5110 -5.9526
N: 1.9535 -1.0052 -4.6098
N: 1.5894 2.7557 -1.4710
C: 0.5518 2.0739 2.0991
C: -1.5757 2.3548 -2.1813
C: -2.6325 0.1999 -2.0367
C: 2.0062 0.1090 2.2538
C: 1.9238 2.2766 -2.7364
C: 2.7891 2.6079 -4.9194
C: 1.6190 -2.5177 0.2787
C: -1.8823 -1.7980 0.3979
C: 2.7222 -1.7468 -0.4170
C: 2.6448 1.2584 -5.2067
C: 1.7010 0.8995 -2.9967
C: -2.9851 0.0650 -0.5660
C: -0.5996 -2.1293 1.0995
C: 2.1210 0.4144 -4.2536
C: 3.1231 0.0452 1.2147
C: -0.7702 2.4440 1.4598
C: -1.5616 2.9261 -0.7632
C: 2.4399 3.1343 -3.7020
H: -3.4503 0.6728 -2.5839
H: 1.8743 -2.7586 1.3134
H: -1.9484 -2.3433 -0.5481
H: 3.7108 -2.1248 -0.1611
H: -1.5872 1.8933 1.9305
H: 1.3489 2.7369 1.7660
H: 1.7164 -0.8871 2.5843
H: 3.8998 -0.6430 1.5474
H: 0.4674 2.1177 3.1847
H: -2.4337 -0.7773 -2.4768
H: -0.5155 -3.2046 1.2483
H: 3.5643 1.0281 1.0627
H: -3.2772 1.0232 -0.1402
H: 2.5845 -1.7921 -1.4926
H: -2.5028 2.6482 -2.6767
H: -1.1564 3.9363 -0.7740
H: -3.8180 -0.6269 -0.4362
H: -2.7389 -2.0513 1.0257
H: -0.5573 -1.6204 2.0654
H: -0.9350 3.5158 1.5635
H: 2.3390 0.6763 3.1217
H: -0.7451 2.7486 -2.7645
H: 2.5797 4.1857 -3.4881
H: 1.3986 -3.4415 -0.2568
H: 2.9338 0.8735 -6.1761
H: -2.5612 2.9447 -0.3274

The expectation value of S² is 0.806. As for the HOMO energy (alpha / beta): -14.26 / -15.77 eV. As for the frontier orbital gap (alpha / beta): 6.1 / 8.3 eV. As for the net charge: +2. The calculation puts the total energy at -73267.57940 eV. As for the spin multiplicity: 2.